No. 1
Computed, not measured: 2 unconnected molecules or ions with the total composition C3H5P, with ωB97M-V/def2-TZVPD.

ORCA input file:
```
! RIJCOSX wB97M-V def2-TZVPD def2/J DEFGRID3
* xyz 0 1
C 0.22017 0.51876 -1.64103
C 0.08426 -0.50835 -0.67482
C -0.72731 -0.39525 -1.89435
P 0.55457 1.19110 2.03842
H 0.87308 1.21036 -2.08739
H -0.04381 -0.30657 0.52348
H -1.80897 -0.47025 -2.31415
H 1.13886 2.38523 1.62939
H 1.56001 0.42094 1.70441
*
```

Computed properties:
* highest occupied orbital energy (alpha / beta): -6.904 / -8.176 eV
* E_LUMO (alpha / beta): -0.0350 / 0.0214 Eh
* relative energy (zero: lowest compared OMol25 entry of this formula, charge and spin): 5.125 eV
* orbital gap (alpha / beta): 5.95 / 8.76 eV

Want to see where the charge sits? The Löwdin charges in e are: number 1, C, carries -0.0750; number 2, C, carries -0.1164; number 3, C, carries -0.0454; number 4, P, carries 0.5915; number 5, H, carries 0.0859; number 6, H, carries -0.0391; number 7, H, carries 0.1322; number 8, H, carries -0.2484; number 9, H, carries -0.2853

=====

No. 2
Computed, not measured: a single C3H5PS molecule, with ωB97M-V/def2-TZVPD.

ORCA input file:
```
! RIJCOSX wB97M-V def2-TZVPD def2/J DEFGRID3
* xyz 0 1
C -2.54627 -0.61404 0.73609
C -0.17460 0.65939 -0.42176
C 0.99642 0.47926 0.45081
P -1.41172 -0.54288 -0.42241
S 2.20553 -0.72932 -0.27227
H -3.16387 -1.48247 0.94512
H -0.17086 1.13131 -1.40857
H 0.58562 0.18963 1.36890
H 1.66601 1.27478 0.63789
H 2.01374 -0.36568 -1.61381
*
```

Computed properties:
* highest occupied orbital energy (alpha / beta): -8.422 / -8.444 eV
* E_LUMO (alpha / beta): -0.0397 / -0.0454 Eh
* relative energy (zero: lowest compared OMol25 entry of this formula, charge and spin): 4.606 eV
* structure (SMILES): C#P=CCS
* orbital gap (alpha / beta): 7.34 / 7.21 eV

Want to see where the charge sits? The Löwdin charges in e are: number 1, C, carries -0.2814; number 2, C, carries -0.4745; number 3, C, carries -0.6333; number 4, P, carries 0.8120; number 5, S, carries 0.6321; number 6, H, carries -0.0694; number 7, H, carries 0.0403; number 8, H, carries 0.0446; number 9, H, carries 0.0369; number 10, H, carries -0.1071

=====

No. 3
Computed, not measured: a single C3H6 molecule, with ωB97M-V/def2-TZVPD.

ORCA input file:
```
! RIJCOSX wB97M-V def2-TZVPD def2/J DEFGRID3
* xyz 0 1
C -1.15171 -0.11146 -0.00461
C 0.23762 0.54157 -0.01052
C 1.34880 -0.17981 -0.01837
H -1.27760 -0.72002 -0.87986
H -1.21780 -0.75516 0.87948
H -1.94623 0.63124 0.01008
H 0.32166 1.61878 -0.00430
H 1.32617 -1.27107 -0.01771
H 2.35911 0.24592 0.04581
*
```

Computed properties:
* highest occupied orbital energy: -9.649 eV
* E_LUMO: 0.0495 Eh
* relative energy (zero: lowest compared OMol25 entry of this formula, charge and spin): 0.035 eV
* structure (SMILES): C=CC
* orbital gap: 10.99 eV

Want to see where the charge sits? The Löwdin charges in e are: number 1, C, carries -0.1103; number 2, C, carries -0.2343; number 3, C, carries -0.0403; number 4, H, carries 0.0597; number 5, H, carries 0.0734; number 6, H, carries 0.0605; number 7, H, carries 0.0812; number 8, H, carries 0.0574; number 9, H, carries 0.0527

=====

No. 4
Computed, not measured: a molecular structure, C3H6AgBrOTi, with ωB97M-V/def2-TZVPD.

ORCA input file:
```
! RIJCOSX wB97M-V def2-TZVPD def2/J DEFGRID3
* xyz 2 5
Ti -1.39340 0.31701 2.80908
Ag 0.85078 4.26108 2.85499
Br 1.26946 1.56212 2.33320
C -0.87254 -0.11009 -1.72988
C -0.45861 -0.60680 -0.28056
O -1.27475 -0.69231 0.62320
C 0.99297 -1.04702 -0.11929
H -0.01092 0.24190 -2.29716
H -1.70534 0.59296 -1.71319
H -1.22668 -0.97830 -2.28565
H 1.66095 -0.20077 0.04123
H 1.18854 -1.65647 -1.00157
H 0.97952 -1.68337 0.76557
*
```

Computed properties:
* highest occupied orbital energy (alpha / beta): -14.391 / -17.101 eV
* ⟨S²⟩: 6.00
* E_LUMO (alpha / beta): -0.3512 / -0.4826 Eh
* relative energy (zero: lowest compared OMol25 entry of this formula, charge and spin): 0.540 eV
* orbital gap (alpha / beta): 4.83 / 3.97 eV

Want to see where the charge sits? The Löwdin charges in e are: number 1, Ti, carries 0.7483; number 2, Ag, carries 0.7442; number 3, Br, carries 0.4581; number 4, C, carries 0.0242; number 5, C, carries -0.4245; number 6, O, carries -0.0707; number 7, C, carries -0.0168; number 8, H, carries 0.0889; number 9, H, carries 0.0886; number 10, H, carries 0.1034; number 11, H, carries 0.0545; number 12, H, carries 0.1100; number 13, H, carries 0.0919